ORCA calculation (wB97M-V/def2-TZVPD) on a cluster of 2 separate species, C4H4Br3NO in total in a non-equilibrium geometry.

Output
Total charge = 0
2S+1 = 1
Relative energy (zero: lowest compared OMol25 entry of this formula, charge and spin) = 1.637 eV
E_HOMO (alpha / beta) = -7.57 / -7.57 eV

Atoms and positions in Å:
C  -0.245620  1.325442  -0.777670
C  -1.269454  0.165801  -0.402118
C  -0.522886  -0.577543  0.712068
C  1.033865  0.940783  -0.137604
N  0.842539  -0.205308  0.583576
O  -0.445922  2.322903  -1.430980
Br  1.452872  -3.041471  -0.739331
Br  2.639002  1.761463  -0.205955
Br  2.051021  -0.973436  1.777607
H  -2.205154  0.536262  -0.145459
H  -1.490843  -0.325345  -1.353490
H  -1.150097  -0.280599  1.595080
H  -0.689323  -1.648951  0.524281

Cartesian forces, eV/Å:
-2.393 0.152 -0.670
2.883 1.261 -1.604
-4.002 -1.303 -1.148
0.326 -3.552 2.339
1.270 3.091 -0.541
0.587 -1.093 0.799
-0.239 0.336 -0.068
0.086 0.203 -0.263
-0.277 0.526 -0.449
-1.508 1.041 0.925
0.658 -0.686 0.130
1.821 -0.147 0.130
0.787 0.173 0.420

---

ORCA calculation (wB97M-V/def2-TZVPD) on the molecule C5H12N2 in a non-equilibrium geometry.

Output
Total charge = 0
2S+1 = 1
Relative energy (zero: lowest compared OMol25 entry of this formula, charge and spin) = 2.332 eV
E_HOMO = -8.60 eV

Atoms and positions in Å:
C  2.085200  0.147452  1.328863
C  0.776099  0.695220  0.734197
C  0.639710  0.295036  -0.731403
C  -0.583101  0.970045  -1.389862
N  -1.828750  0.423683  -0.866977
C  -1.992543  -0.807376  -0.708113
N  -2.278722  -1.445402  0.530053
H  2.165140  -0.931536  1.229969
H  2.142443  0.530955  2.355192
H  3.016014  0.622771  0.991878
H  0.727615  1.771693  0.883443
H  -0.011367  0.202600  1.305720
H  1.497454  0.659706  -1.305125
H  0.524590  -0.783808  -0.841348
H  -0.580435  2.036251  -1.160643
H  -0.449189  0.883218  -2.478001
H  -1.494771  -1.479349  -1.434443
H  -2.971274  -2.170155  0.598079
H  -1.384113  -1.621004  0.958521

Cartesian forces, eV/Å:
0.318 1.464 0.632
0.999 -1.260 -0.110
-0.759 1.248 -0.108
-0.210 -0.320 -1.288
0.057 0.468 2.559
1.891 -0.828 -1.108
-1.322 1.294 -0.092
0.047 -0.037 0.300
-0.314 -0.921 0.333
-0.291 -0.229 -0.927
-0.180 0.051 -0.119
-0.313 0.415 0.024
0.172 -0.308 0.133
0.357 -0.016 -0.028
-0.004 -0.007 -0.056
-0.274 -0.103 -0.051
-0.263 -0.282 -0.184
0.303 -0.343 -0.229
-0.215 -0.286 0.319

---

ORCA calculation (wB97M-V/def2-TZVPD) on the molecule C5H9NO2 in a non-equilibrium geometry.

Output
Total charge = 0
2S+1 = 1
Relative energy (zero: lowest compared OMol25 entry of this formula, charge and spin) = 1.155 eV
E_HOMO = -9.75 eV

Atoms and positions in Å:
C  0.287166  2.405206  -0.011290
C  1.334769  1.365840  -0.237489
O  2.403031  1.635952  -0.738223
N  1.133028  0.071177  0.239647
C  -0.106082  -0.499371  0.772007
C  -0.378347  -1.869429  0.106089
C  -1.595428  -1.879430  -0.767899
O  -2.192843  -2.888292  -1.072093
H  0.632576  3.354312  0.395152
H  0.072149  2.798710  -1.022652
H  -0.626447  2.040595  0.437803
H  2.004798  -0.352032  0.498304
H  -0.014407  -0.560822  1.857050
H  -0.917658  0.160763  0.486842
H  0.483153  -2.070051  -0.537909
H  -0.435354  -2.737504  0.757948
H  -2.084103  -0.975626  -1.163286

Cartesian forces, eV/Å:
-0.681 0.676 -1.806
0.664 -0.634 1.153
0.217 0.235 -0.182
-0.709 1.056 -0.129
0.787 -0.325 -0.360
0.416 0.398 -0.109
-1.384 -1.070 -0.446
0.589 -0.052 0.275
0.450 -0.516 0.796
-0.412 -0.490 0.139
-0.045 0.286 0.187
0.169 -0.400 -0.222
-0.407 -0.122 0.016
-0.085 0.102 0.296
-0.112 -0.043 -0.150
-0.152 0.126 0.303
0.696 0.773 0.237

---

ORCA calculation (wB97M-V/def2-TZVPD) on a cluster of 3 separate species, C3H10NO in total in a non-equilibrium geometry.

Output
Total charge = +1
2S+1 = 1
Relative energy (zero: lowest compared OMol25 entry of this formula, charge and spin) = 3.934 eV
E_HOMO = -11.87 eV

Atoms and positions in Å:
C  -1.584106  0.840748  0.970557
C  -0.363736  1.263717  1.447213
C  0.282109  0.513056  2.398542
O  0.527690  -1.185131  -0.411871
N  0.800185  -0.785203  -3.362640
H  -1.944821  -0.116418  1.341609
H  -2.251401  1.417380  0.341467
H  0.000027  2.259831  1.226975
H  1.113587  0.933275  2.955623
H  -0.125885  -0.440413  2.722976
H  0.107442  -0.371337  -0.105847
H  1.214506  -1.323083  0.256869
H  0.692653  -1.295048  -2.498691
H  -0.065114  -0.748550  -3.877730
H  1.577272  -1.133596  -3.899354

Cartesian forces, eV/Å:
-0.086 -0.509 0.869
-0.042 0.913 -0.069
-0.696 0.235 0.529
-0.127 0.260 0.922
0.013 0.571 0.443
-0.111 -0.074 -0.350
0.170 0.146 -0.098
0.118 -0.090 -0.285
0.174 -0.184 -0.150
0.218 -0.142 -0.164
0.311 -0.323 -0.652
0.074 -0.295 -0.365
0.011 -0.107 -0.226
0.158 -0.273 -0.210
-0.186 -0.129 -0.196

---

Question: total charge of number 1 (C4H4Br3NO)?
Answer: 0

---

Question: What is the relative energy (zero: lowest compared OMol25 entry of this formula, charge and spin) in the fourth record?
Answer: 3.934 eV